Entry 1:
DFT (the ωB97M-V functional and the def2-TZVPD basis) results for a molecular structure, C38H36BInN6Te.

Properties
- E_LUMO (eV) = -6.59
- charge = +2
- highest occupied orbital energy (eV) = -13.70
- ΔE to the lowest compared entry with this formula, charge and spin (kcal/mol) = 13.17
- HOMO-LUMO gap (eV) = 7.109

Atoms and positions in Å:
In 0.16526 -0.67494 0.19390
C 0.35578 0.04877 5.61787
C 0.30187 -0.78140 4.37839
C 0.32893 -2.16378 4.27198
C 0.25967 -2.45889 2.91158
N 0.19312 -1.30260 2.23933
N 0.21906 -0.26607 3.13949
B 0.19164 1.24059 2.70847
N -1.08486 1.48985 1.85760
N -1.36590 0.70390 0.78173
C -2.62386 0.95992 0.39668
C -3.11967 2.00886 1.16566
C -2.13327 2.29705 2.10053
C -2.18350 3.27728 3.22605
C -3.29276 0.14034 -0.62236
C -3.14035 -1.24908 -0.61592
C -3.81010 -2.03927 -1.53803
C -4.65625 -1.44716 -2.46624
C -4.83197 -0.06804 -2.46489
C -4.15702 0.72318 -1.54628
N 1.46282 1.51545 1.86215
N 1.74110 0.71646 0.79676
C 2.93737 1.09183 0.30796
C 3.40575 2.17249 1.04927
C 2.45273 2.40588 2.03190
C 2.47752 3.41254 3.13427
C 3.57854 0.32717 -0.77326
C 4.19326 0.96511 -1.84878
C 4.77876 0.21609 -2.85824
C 4.76013 -1.17205 -2.80395
C 4.17214 -1.81595 -1.72244
C 3.58892 -1.07060 -0.70865
C 0.25502 -3.78193 2.25234
C 0.15113 -3.95093 0.87103
C 0.13708 -5.20487 0.28454
C 0.23086 -6.33259 1.08721
C 0.34049 -6.18906 2.46154
C 0.35142 -4.92792 3.03777
H 0.41132 -0.60569 6.48359
H -0.53043 0.67617 5.71487
H 1.23016 0.70017 5.61890
H 0.39404 -2.85651 5.09588
H 0.17626 1.95743 3.65772
H -4.10272 2.44949 1.11139
H -3.12089 3.82487 3.18535
H -1.36108 3.99107 3.17474
H -2.12389 2.76571 4.18776
H -2.58206 -1.72860 0.18212
H -3.70445 -3.11695 -1.50828
H -5.20113 -2.06197 -3.17176
H -5.50916 0.39150 -3.17427
H -4.28823 1.79940 -1.55165
H 4.34524 2.69077 0.92938
H 3.37875 4.01553 3.05888
H 2.46878 2.92263 4.10983
H 1.61213 4.07695 3.08990
H 4.22415 2.04800 -1.88700
H 5.26212 0.71800 -3.68775
H 5.23112 -1.74937 -3.58867
H 4.20075 -2.89589 -1.64820
H 3.20056 -1.56334 0.17560
H 0.07062 -3.09666 0.20261
H 0.05112 -5.30700 -0.78986
H 0.21690 -7.31817 0.63907
H 0.41745 -7.06521 3.09155
H 0.43618 -4.83311 4.11240
C -1.14692 -0.23820 -3.62886
Te 0.69843 -0.42416 -2.55343
C 0.45385 1.70061 -2.34880
C -0.24177 2.07990 -3.63548
C -0.14684 3.36147 -4.16153
C -0.76982 3.65419 -5.36818
C -1.46748 2.66811 -6.05183
C -1.57242 1.38861 -5.52405
C -0.97765 1.09888 -4.30412
H -1.96379 -0.22642 -2.92219
H -1.27301 -1.06643 -4.31957
H 1.42920 2.16735 -2.23654
H -0.14573 1.90186 -1.46073
H 0.41726 4.12563 -3.63830
H -0.68841 4.65051 -5.78667
H -1.92531 2.89384 -7.00693
H -2.11409 0.61940 -6.06387


Entry 2:
DFT (the ωB97M-V functional and the def2-TZVPD basis) results for a molecular structure, C38H36CsF3N6OSSb at a distorted geometry.

Properties
- E_LUMO (eV) = 2.09
- charge = -1
- highest occupied orbital energy (eV) = -4.38
- ΔE to the lowest compared entry with this formula, charge and spin (kcal/mol) = 19.05
- HOMO-LUMO gap (eV) = 6.464

Atoms and positions in Å:
Cs -1.26453 -0.32402 -1.75037
O 1.12697 -0.05050 -1.34704
C 1.38290 0.75127 -2.30887
N 1.90298 0.49658 -3.46991
C 2.15781 -0.91918 -3.74854
C 1.01657 -1.44490 -4.61235
C 0.85608 -0.97781 -5.91819
C -0.26011 -1.34751 -6.63605
C -1.20190 -2.17828 -6.03896
C -0.95578 -2.61020 -4.75271
N 0.12796 -2.26338 -4.04092
C 0.90583 2.21216 -2.13605
C 1.47322 3.23418 -2.89740
C 1.00738 4.52060 -2.73295
C -0.02925 4.74720 -1.83735
C -0.53988 3.67462 -1.13555
N -0.07538 2.42567 -1.25511
H 2.23674 -1.55972 -2.86776
H 3.09021 -1.00010 -4.31628
H 1.59419 -0.30319 -6.33084
H -0.41154 -0.97987 -7.64406
H -2.11084 -2.47801 -6.54150
H -1.66097 -3.25447 -4.23842
H 2.25968 2.98546 -3.59471
H 1.43781 5.33923 -3.29683
H -0.44277 5.73331 -1.67052
H -1.34418 3.81764 -0.42316
N 2.03598 -3.31733 -0.28917
C 1.17199 -3.91719 0.72355
C 0.02619 -4.67896 0.08047
C -0.92661 -3.78967 -0.69556
N -1.57381 -2.81017 0.19799
H 2.87311 -2.95021 0.15177
H 1.59581 -2.50505 -0.71605
H 0.76128 -3.17575 1.42571
H 1.77295 -4.60022 1.33084
H -0.53771 -5.22691 0.84646
H 0.42885 -5.43140 -0.60487
H -1.65880 -4.41477 -1.22361
H -0.37076 -3.25109 -1.47387
H -2.11376 -3.29788 0.90672
H -2.26615 -2.27394 -0.32388
S -4.24382 -1.00646 -2.13129
C -4.32467 0.23808 -0.87181
C -5.43569 1.11898 -0.80197
C -5.54373 2.02900 0.21233
C -4.53563 2.11154 1.17904
C -3.45379 1.27871 1.02827
N -3.33385 0.37258 0.03954
H -6.20314 1.02525 -1.55801
H -6.41328 2.67485 0.26263
H -4.58035 2.80333 2.00937
H -2.64131 1.32008 1.74633
F -2.57605 -0.81978 6.87253
C -1.93641 -0.59481 5.69753
C -2.47912 -1.10334 4.54088
C -1.79846 -0.85416 3.34990
C -0.61590 -0.11560 3.31331
C -0.11435 0.37700 4.52197
C -0.76693 0.14088 5.72344
Sb 0.17978 0.12513 1.33830
C 2.17042 -0.64811 1.73231
C 3.23745 -0.46202 0.84596
C 4.49886 -0.98668 1.09787
C 4.68181 -1.73054 2.24603
F 5.90734 -2.25511 2.49920
C 3.66262 -1.96374 3.14065
C 2.41344 -1.41025 2.87379
C 0.77026 2.19308 1.67981
C -0.13606 3.06443 2.27947
C 0.11621 4.42879 2.40939
C 1.31003 4.91228 1.92656
F 1.56802 6.24241 2.02977
C 2.25601 4.09463 1.34294
C 1.97279 2.74006 1.23102
H -3.40043 -1.66725 4.57118
H -2.22247 -1.24245 2.42905
H 0.80001 0.95950 4.53203
H -0.39368 0.51443 6.66722
H 3.08261 0.05568 -0.09151
H 5.32286 -0.84398 0.41214
H 3.85122 -2.56281 4.02132
H 1.61934 -1.59897 3.58808
H -1.08098 2.69934 2.66812
H -0.59483 5.10292 2.86687
H 3.18264 4.51667 0.97905
H 2.72344 2.12024 0.75522


Entry 3:
DFT (the ωB97M-V functional and the def2-TZVPD basis) results for a molecular structure, C38H36MnN5.

Properties
- E_LUMO (alpha / beta) (eV) = -3.31 / -3.49
- charge = +1
- highest occupied orbital energy (alpha / beta) (eV) = -9.41 / -10.26
- HOMO-LUMO gap (alpha / beta) (eV) = 6.092 / 6.771
- multiplicity = 6

Atoms and positions in Å:
Mn -0.21705 0.01595 -0.67012
C 4.03102 -0.31028 -1.47947
C 2.66866 -0.62896 -1.54003
N 1.72969 0.26425 -1.29447
C 2.08664 1.54994 -0.98754
C 3.43019 1.93280 -0.83445
C 4.40815 0.95394 -1.11000
C 3.72183 3.25067 -0.41275
C 2.69224 4.10880 -0.15324
C 1.34293 3.73191 -0.32293
C 1.01873 2.46897 -0.76403
N -0.22776 1.89964 -0.95232
C -1.44362 2.54689 -1.06141
C -1.70339 3.87957 -1.29047
C -3.03284 4.34576 -1.38884
C -4.10656 3.51155 -1.26582
C -3.88184 2.12978 -1.06061
C -4.90950 1.17472 -0.91644
C -4.59773 -0.14355 -0.71282
C -3.25225 -0.52636 -0.67177
N -2.26794 0.33877 -0.80775
C -2.55867 1.66248 -0.98010
H 4.76156 -1.07427 -1.70300
H 2.33767 -1.63104 -1.78462
H 5.45585 1.21455 -1.02227
H 4.75269 3.55325 -0.28647
H 2.90416 5.11045 0.19660
H 0.57170 4.44125 -0.06426
H -0.89816 4.58547 -1.42402
H -3.19254 5.40155 -1.56330
H -5.11991 3.88443 -1.32760
H -5.94191 1.49855 -0.96405
H -5.36638 -0.89337 -0.59324
H -2.96756 -1.56134 -0.53032
C -2.16338 1.54288 2.40698
C -0.71008 1.68533 2.77635
C -0.31339 2.73213 3.60351
C 1.01370 2.90294 3.95661
C 1.96720 2.00769 3.49752
C 1.60960 0.94659 2.67681
C 2.63996 -0.04957 2.21756
C 0.26477 0.79943 2.31033
N -0.05904 -0.22288 1.37612
C -0.53293 -1.41745 1.70948
C -0.89412 -1.78643 3.11592
C -0.66212 -2.35695 0.65262
C -1.27690 -3.69944 0.90492
N -0.27618 -1.95319 -0.59332
C 0.20042 -2.89000 -1.54901
C 1.21489 -3.79855 -1.19788
C 1.90026 -3.78075 0.14556
C 1.65456 -4.71277 -2.15182
C 1.14887 -4.71132 -3.43720
C 0.20544 -3.76150 -3.79602
C -0.27237 -2.84247 -2.87361
C -1.28451 -1.82019 -3.30870
H -2.79645 1.81329 3.25184
H -2.41660 0.52712 2.10431
H -2.42215 2.21210 1.58227
H -1.06450 3.41863 3.97636
H 1.30414 3.72461 4.59782
H 3.00559 2.12762 3.78244
H 3.64555 0.31183 2.42863
H 2.55949 -0.25115 1.14930
H 2.51401 -1.00657 2.73135
H -0.64680 -0.98052 3.80326
H -0.36835 -2.68885 3.43267
H -1.96418 -1.99201 3.19928
H -2.28296 -3.57720 1.31542
H -0.71035 -4.28221 1.63345
H -1.34474 -4.27888 -0.01366
H 2.96025 -4.00235 0.01902
H 1.49578 -4.54134 0.81603
H 1.81427 -2.81519 0.64348
H 2.42943 -5.41912 -1.87816
H 1.50674 -5.42655 -4.16537
H -0.16976 -3.73019 -4.81153
H -1.43335 -1.86817 -4.38612
H -0.96716 -0.79751 -3.08086
H -2.25063 -1.97770 -2.83006


Entry 4:
DFT (the ωB97M-V functional and the def2-TZVPD basis) results for a molecular structure, C38H37BrN4O5PRhS3 at a distorted geometry.

Properties
- E_LUMO (alpha / beta) (eV) = -0.43 / -2.73
- highest occupied orbital energy (alpha / beta) (eV) = -5.52 / -7.40
- ΔE to the lowest compared entry with this formula, charge and spin (kcal/mol) = 8.30
- HOMO-LUMO gap (alpha / beta) (eV) = 5.090 / 4.678
- multiplicity = 5

Atoms and positions in Å:
Rh -0.23932 -0.17924 -0.46041
Br 3.68677 -4.74550 3.19904
C 3.06126 -3.29276 2.15968
C 3.67201 -3.03214 0.92700
C 3.21272 -1.98527 0.16862
C 2.10216 -1.21170 0.57047
O 1.71796 -0.22222 -0.18897
C 1.46621 -1.51168 1.84124
C 0.35283 -0.77625 2.32158
N -0.37304 0.02729 1.52080
C -1.33036 0.88919 1.97610
C -1.92978 0.84923 3.23859
C -2.98056 1.71295 3.55018
C -3.44940 2.64280 2.65012
C -2.83198 2.76779 1.38654
C -3.23810 3.68896 0.40061
C -2.57968 3.73836 -0.80311
C -1.50330 2.87720 -1.02543
N -1.10675 1.99692 -0.12465
C -1.75587 1.90578 1.05663
C 2.01247 -2.54136 2.62683
H 4.49111 -3.64923 0.58496
H 3.64572 -1.75098 -0.79453
H 0.10378 -0.86924 3.37302
H -1.61669 0.11559 3.96784
H -3.44796 1.63436 4.52378
H -4.28521 3.28357 2.90151
H -4.07358 4.34757 0.60539
H -2.87402 4.43801 -1.57361
H -0.94611 2.90412 -1.95506
H 1.56094 -2.76735 3.58370
C 3.01780 5.29347 -4.22715
C 2.55230 3.87602 -4.03293
C 2.48126 3.00514 -5.11831
C 2.04160 1.70172 -4.95403
C 1.67513 1.26668 -3.69094
C 1.73726 2.11176 -2.59449
C 2.17281 3.41513 -2.77516
S 1.08841 -0.40113 -3.47438
O 2.07211 -1.16192 -2.76538
O 0.67829 -0.88138 -4.76816
N -0.21804 -0.21898 -2.48752
C -1.42224 0.20079 -3.02390
C -1.67192 0.72442 -4.28636
C -2.97742 1.06381 -4.67153
C -4.05495 0.87924 -3.84596
C -3.85533 0.35399 -2.55429
C -4.88560 0.12064 -1.61797
C -4.58256 -0.39078 -0.38526
C -3.24605 -0.63572 -0.04996
N -2.25845 -0.39322 -0.88662
C -2.53902 0.05232 -2.14188
H 3.86807 5.33223 -4.90790
H 3.31137 5.74650 -3.28153
H 2.21890 5.89918 -4.66050
H 2.76845 3.35643 -6.10234
H 1.97263 1.01651 -5.78926
H 1.45970 1.74186 -1.61460
H 2.21858 4.08690 -1.92585
H -0.85952 0.85836 -4.98064
H -3.13107 1.48149 -5.65870
H -5.05566 1.13863 -4.16792
H -5.90992 0.34252 -1.89221
H -5.35444 -0.59820 0.34238
H -2.97878 -1.04251 0.91639
C -2.27187 -6.08909 -3.10403
C -1.47801 -4.84429 -2.73727
C -0.83092 -4.21877 -3.95218
O -0.40091 -5.18667 -1.81900
P -0.54754 -4.96672 -0.24710
S -2.10723 -5.94233 0.52473
S -0.83658 -3.07777 0.29747
O 0.85936 -5.40947 0.30664
C 1.63953 -6.60621 0.03133
C 2.42057 -6.44063 -1.26092
C 0.80069 -7.87248 0.04139
H -3.05916 -5.82135 -3.80947
H -2.72842 -6.53768 -2.22559
H -1.61194 -6.82034 -3.57477
H -2.12786 -4.11059 -2.24891
H -0.18443 -4.94522 -4.44825
H -0.23400 -3.35546 -3.67680
H -1.60164 -3.89622 -4.65289
H 2.33573 -6.62907 0.87063
H 1.75494 -6.46735 -2.12183
H 3.14864 -7.24828 -1.34478
H 2.94747 -5.48610 -1.26346
H 0.09856 -7.87520 -0.79474
H 0.23898 -7.95925 0.97092
H 1.45855 -8.73661 -0.05232